# 1
Here is a 2-piece molecular cluster, C18H17NO3 overall in a non-equilibrium geometry from the OMol25 dataset. Energies are from ωB97M-V with the def2-TZVPD basis set.

Each line ends with the Löwdin charge.
Cartesian coordinates (Å):
O 0.2990 -2.7866 -1.1133  0.099
O -0.4766 4.5352 2.7947  -0.089
O 2.1899 1.5493 -0.3141  0.104
N -0.5807 2.4031 1.3734  0.004
C -1.7242 -0.5447 -0.6779  -0.206
C 4.5019 -0.4855 -0.8412  0.004
C -1.8546 2.9048 1.7794  -0.279
C -3.8954 -0.8958 -1.7267  -0.083
C -0.4687 0.1859 -0.6245  0.031
C -2.7501 -0.1206 -1.5515  -0.026
C 4.7242 -2.8745 -1.3002  -0.056
C -1.7341 3.8846 2.9350  -0.257
C 3.3394 -3.0419 -1.2236  0.003
C 2.5525 -1.9257 -0.9658  -0.097
C 5.3011 -1.6003 -1.1161  -0.056
C 3.1226 -0.6597 -0.7703  -0.092
C -4.0615 -2.0865 -1.0027  -0.077
C 2.0514 0.3549 -0.5427  -0.287
C -1.9368 -1.7108 0.1025  -0.036
C -3.0848 -2.4770 -0.0720  -0.072
C 0.7598 -0.4014 -0.6474  -0.048
C 1.0640 -1.8473 -0.9220  -0.270
H -2.5896 0.7989 -2.1226  0.118
H -1.1886 -2.0037 0.8424  0.121
H -0.4198 5.2380 3.4591  0.095
H 4.9150 0.5100 -0.6862  0.123
H -2.5484 4.6196 2.8756  0.115
H 5.3628 -3.7324 -1.5048  0.106
H -0.4737 1.4031 1.3262  0.045
H -1.7675 3.3143 3.8729  0.113
H -0.4976 1.2747 -0.6690  0.116
H -2.5277 2.0727 2.0240  0.118
H -2.2720 3.4465 0.9186  0.103
H 0.2231 2.8836 1.7523  0.072
H -4.6476 -0.5840 -2.4535  0.103
H 6.3815 -1.4834 -1.1869  0.105
H 2.8569 -4.0075 -1.3613  0.122
H -3.1962 -3.4061 0.4922  0.108
H -4.9489 -2.7038 -1.1521  0.102

Values from the calculation:
* SMILES: O=C1C(=Cc2ccccc2)C(=O)c2ccccc21.NCCO
* HOMO energy: -8.3820 eV
* net charge: 0
* frontier orbital gap: 7.57 eV

---

# 2
Here is one molecule with the formula C18H17NO5 from the OMol25 dataset. Energies are from ωB97M-V with the def2-TZVPD basis set.

Each line ends with the Löwdin charge.
Cartesian coordinates (Å):
O 0.7342 3.9645 -1.5289  0.076
O 2.4713 -1.0212 -0.1283  -0.057
O -2.4966 1.6965 -0.6764  0.040
O -0.3356 -3.9357 1.5710  0.122
O 1.1807 -3.3109 0.0280  0.078
N -0.7836 2.3999 -2.1181  0.144
C -0.6995 3.0661 0.1590  -0.074
C -1.6284 1.3040 -1.7214  -0.259
C 1.1671 -0.9915 -0.4921  -0.180
C -1.5371 -1.1329 -1.1646  -0.017
C 2.8895 -5.2943 0.4067  -0.093
C -0.8514 0.0646 -1.2881  -0.140
C -0.1069 3.7236 1.2316  -0.006
C 0.7071 -4.1084 0.9981  -0.471
C -0.6846 3.6720 2.4843  -0.079
C -1.8808 2.3449 0.3548  -0.198
C -0.1490 3.1964 -1.2082  -0.459
C -2.4721 2.3148 1.6114  0.010
C 0.4595 -2.2011 -0.3815  -0.144
C -1.8717 2.9764 2.6665  -0.068
C 1.6555 -5.2482 1.2955  -0.135
C 0.4944 0.1327 -0.9531  0.056
C 3.2209 0.1694 -0.2111  -0.066
C -0.8798 -2.2653 -0.7154  0.018
H 3.2813 0.5361 -1.2402  0.101
H 1.0798 -6.1733 1.2102  0.125
H 2.6079 -5.4203 -0.6354  0.078
H 3.5235 -6.1282 0.6986  0.074
H 0.8016 4.2777 1.0491  0.121
H -3.3925 1.7684 1.7400  0.120
H -0.2217 4.1799 3.3163  0.102
H 1.0227 1.0672 -1.0495  0.104
H -1.4074 -3.1999 -0.6158  0.125
H 2.8051 0.9523 0.4306  0.099
H -2.5857 -1.1790 -1.4121  0.120
H -2.2918 1.0459 -2.5574  0.167
H -2.3319 2.9438 3.6427  0.106
H -0.4616 2.4390 -3.0729  0.162
H 3.4586 -4.3732 0.4958  0.077
H 4.2190 -0.0904 0.1373  0.096
H 1.9419 -5.1506 2.3458  0.126

Values from the calculation:
* SMILES: CCC(=O)Oc1ccc([C@@H]2NC(=O)c3ccccc3O2)cc1OC
* HOMO energy: -8.6981 eV
* net charge: 0
* frontier orbital gap: 9.22 eV

---

# 3
Here is one molecule with the formula C18H17NOS from the OMol25 dataset. Energies are from ωB97M-V with the def2-TZVPD basis set.

Each line ends with the Löwdin charge.
Cartesian coordinates (Å):
S 0.3505 -3.0425 -0.2152  0.971
O -0.8884 -0.3675 -2.4827  0.072
N 2.7374 0.8502 -0.0312  0.134
C 0.9919 -0.0021 -1.1343  -0.079
C -1.4542 -3.2972 1.7528  -0.127
C 3.2121 -1.3871 -0.9228  -0.024
C -3.7535 -2.6231 1.6791  -0.096
C 1.7774 3.0749 0.6022  0.017
C -0.4761 3.3613 -0.2038  -0.048
C -2.3359 -2.2607 -0.2328  -0.082
C 0.5817 5.2226 1.0962  -0.059
C 1.7671 1.8187 0.0146  -0.189
C -0.4916 2.1146 -0.7872  -0.001
C -2.6890 -3.1930 2.3603  -0.091
C 0.0702 -0.8250 -1.8877  -0.419
C -1.2751 -2.8306 0.4535  -0.514
C 0.6502 1.3251 -0.6850  -0.102
C 0.2834 -2.3318 -1.8918  -0.359
C 2.2907 -0.2407 -0.7078  -0.229
C 0.6407 3.8537 0.4872  -0.286
C -3.5695 -2.1603 0.3887  -0.079
H 2.6472 3.4321 1.1349  0.112
H -2.2241 -1.8839 -1.2355  0.087
H -0.2124 5.2717 1.8406  0.081
H -1.3506 3.9918 -0.2762  0.110
H -0.6176 -3.7401 2.2725  0.097
H -0.5175 -2.8185 -2.4504  0.090
H 2.8577 -2.2737 -0.3987  0.043
H -1.3561 1.7519 -1.3190  0.108
H 1.5230 5.4784 1.5764  0.071
H 1.2416 -2.5922 -2.3387  0.073
H -2.8208 -3.5575 3.3684  0.103
H -4.7199 -2.5407 2.1533  0.099
H -4.3919 -1.7134 -0.1500  0.105
H 0.3664 5.9686 0.3322  0.080
H 4.2053 -1.1416 -0.5514  0.081
H 3.2928 -1.6262 -1.9822  0.088
H 3.6568 0.9338 0.3716  0.164

Values from the calculation:
* SMILES: Cc1ccc2c(C(=O)CSc3ccccc3)c(C)[nH]c2c1
* HOMO energy: -7.8197 eV
* net charge: 0
* frontier orbital gap: 8.39 eV

---

# 4
Here is C18H18BCuF4N6O3Se as an isolated structure from the OMol25 dataset. Energies are from ωB97M-V with the def2-TZVPD basis set.

Each line ends with the Löwdin charge.
Cartesian coordinates (Å):
Se -0.8511 3.9378 -0.1197  0.597
Cu 0.2455 -0.1290 -0.0018  0.673
F 1.1317 0.1753 2.1699  0.089
F 2.3094 2.1389 2.0293  0.064
F 3.4329 0.1432 2.0022  0.125
F 2.4179 0.8666 3.9479  0.133
O -1.3015 -0.6746 0.9181  -0.105
O 1.0490 -1.8430 -0.8925  -0.057
O 2.6800 -2.3871 -2.3583  -0.005
N 2.4762 -0.2305 -1.7056  -0.005
N -2.5255 1.1405 -2.7282  0.114
N -2.1613 4.2181 2.4173  -0.081
N -0.2343 3.2165 2.5489  0.139
N -0.8034 0.7064 -1.4688  0.039
N 2.0792 0.5542 -0.5885  0.004
C -0.2588 2.7423 5.0323  0.016
C -1.0574 2.9303 6.1523  -0.092
C -0.7451 3.2369 3.8342  -0.158
C -1.9793 3.8795 3.7506  -0.164
C -4.3837 0.6822 -0.5125  -0.064
C -0.3480 1.1072 -2.7063  -0.119
C 2.0430 -1.6237 -1.6414  -0.729
C -2.1229 0.7195 -1.5059  -0.278
C -4.8280 -0.4082 1.5591  -0.106
C -3.0264 0.3515 -0.4249  -0.087
C -2.2903 3.5817 6.0733  -0.104
C -2.5392 -0.3542 0.7078  -0.333
C -5.2926 0.3176 0.4555  -0.125
C -3.4995 -0.7320 1.6806  -0.014
C -1.0869 3.8039 1.6847  -0.766
C -1.4088 1.3877 -3.4986  -0.079
C -3.3361 4.8660 1.8895  -0.046
C -2.7768 4.0679 4.8668  -0.021
B 2.3456 0.8069 2.5646  -1.232
H -1.4723 1.7203 -4.5184  0.105
H 3.4753 -0.2121 -1.8628  0.118
H -3.4332 5.8737 2.2973  0.093
H -4.2249 4.2854 2.1404  0.095
H 0.7025 1.1285 -2.9400  0.098
H 2.0370 1.5355 -0.8440  0.107
H 0.6707 2.8403 2.2720  0.112
H -0.7201 2.5535 7.1089  0.098
H -5.5221 -0.7122 2.3343  0.095
H -3.7358 4.5650 4.8035  0.104
H -4.7331 1.2685 -1.3564  0.097
H -3.2281 4.9210 0.8088  0.030
H 0.6846 2.2157 5.0706  0.110
H -2.8843 3.7047 6.9698  0.094
H -6.3346 0.5939 0.3677  0.086
H -3.1314 -1.2826 2.5366  0.113
H 2.7288 0.4521 0.1886  0.081
H -3.4787 1.1946 -3.0339  0.142

Values from the calculation:
* HOMO energy (spin up / spin down): -5.1877 / -5.1797 eV
* spin multiplicity: 2
* net charge: -1
* frontier orbital gap (spin up / spin down): 7.57 / 7.54 eV

---

# 5
Here is one molecule with the formula C18H18Cl2N2O5S in a non-equilibrium geometry from the OMol25 dataset. Energies are from ωB97M-V with the def2-TZVPD basis set.

Each line ends with the Löwdin charge.
Cartesian coordinates (Å):
Cl -3.1557 0.3762 2.3778  0.794
Cl -1.5346 -0.6767 -2.6673  0.803
S -2.9524 -1.7626 -0.1173  0.668
O -3.6781 -1.9916 1.0930  -0.354
O 0.2680 -0.9645 0.1807  0.038
O -3.6218 -2.0742 -1.3450  -0.341
O 1.7089 1.9491 1.5744  0.050
O 5.1457 -1.0367 -0.0529  0.059
N 2.0279 1.1747 -0.5173  -0.043
N 4.5268 0.6774 1.2494  0.198
C -1.7350 0.3974 -1.3470  -0.631
C -0.3652 -1.7075 2.1836  0.003
C -2.3631 -0.0350 -0.1830  -0.291
C 0.4812 -0.5960 2.3684  0.035
C -2.4433 0.8424 0.8941  -0.619
C 3.6098 0.2657 -2.1475  -0.113
C 2.2573 0.0840 -1.4424  -0.125
C -1.3634 -2.7240 0.0172  -0.113
C -0.4710 -1.8884 0.8300  -0.321
C 2.5735 2.4485 -0.9369  -0.128
C 4.5919 0.9768 -1.2063  -0.219
C -1.3231 2.5450 -0.3770  -0.054
C -1.2260 1.6834 -1.4556  -0.097
C 4.7628 0.1105 0.0472  -0.521
C 0.8445 -0.1699 1.1149  -0.159
C -1.9231 2.1300 0.7955  -0.085
C 4.1108 2.4141 -0.9937  -0.117
C 1.5753 1.0509 0.7491  -0.424
H 2.2235 3.2066 -0.2350  0.122
H 4.0029 -0.7136 -2.4170  0.121
H -0.8422 -2.2920 2.9424  0.124
H 4.5503 2.8416 -0.0929  0.110
H -1.9857 2.7841 1.6491  0.112
H 4.0002 1.5254 1.3733  0.078
H 2.2762 -0.8527 -0.8860  0.129
H 4.6082 0.0749 2.0534  0.122
H 1.4433 0.0319 -2.1751  0.111
H 3.4999 0.8552 -3.0587  0.118
H -0.9183 3.5421 -0.4471  0.117
H -0.9878 -2.8843 -0.9885  0.093
H 5.5804 0.9886 -1.6770  0.152
H 2.1642 2.6676 -1.9273  0.127
H -0.7521 1.9888 -2.3741  0.108
H -1.6324 -3.6571 0.5011  0.120
H 4.4446 3.0268 -1.8330  0.118
H 0.7828 -0.1522 3.2941  0.125

Values from the calculation:
* SMILES: NC(=O)C1CCN(C(=O)c2ccc(CS(=O)(=O)c3c(Cl)cccc3Cl)o2)CC1
* HOMO energy: -9.1066 eV
* net charge: 0
* frontier orbital gap: 9.23 eV

---

Energy in eV, matching the order above: -26573.2937, -30669.9451, -33315.4833, -155585.3037, -68055.9485